A 2-piece molecular cluster, H2 overall in a non-equilibrium geometry. Source: the Open Molecules 2025 dataset; level of theory: wB97M-V/def2-TZVPD.

* calculated total energy: -1.09473 Ha
* lowest unoccupied orbital energy: 0.83 eV
* energy above the lowest of the compared OMol25 structures with the same formula, charge and spin: 41.51 kcal/mol
* HOMO-LUMO gap: 13.1 eV
* HOMO level: -0.452 hartree

The geometry in XYZ format:
```
2
Properties=species:S:1:pos:R:3:forces:R:3
H 0.00000 0.00000 0.60715 0.00 0.00 -4.99
H 0.00000 0.00000 -0.60715 0.00 0.00 4.99
```
Positions in Å, forces in eV/Å.

A 2-piece molecular cluster, C31H28F3NO4S overall in a non-equilibrium geometry. Source: the Open Molecules 2025 dataset; level of theory: wB97M-V/def2-TZVPD.

* calculated total energy: -2251.40370 Ha
* lowest unoccupied orbital energy: -2.40 eV
* HOMO-LUMO gap: 2.6 eV
* HOMO level: -0.184 hartree

The geometry in XYZ format:
```
68
Properties=species:S:1:pos:R:3:forces:R:3
F 6.40574 2.76609 -3.37134 0.08 -0.66 0.49
C 6.06826 1.69974 -2.58753 -0.68 0.14 0.04
F 6.52005 0.57573 -3.22441 0.06 0.71 0.54
F 6.78638 1.83041 -1.42273 0.10 -0.20 -0.76
C 4.59089 1.64133 -2.31381 0.94 -0.03 -0.21
C 4.00532 0.42132 -1.97683 -0.55 0.14 0.05
C 2.64106 0.36061 -1.74780 -0.16 0.18 0.08
C 1.80285 1.51250 -1.85152 0.57 0.21 -0.14
C 0.40832 1.39894 -1.66656 -0.50 0.51 -0.80
S -0.61852 2.73137 -2.03569 0.10 -1.49 0.22
C -2.24695 1.99438 -2.26318 -0.16 -0.11 0.05
C -2.74765 1.71722 -3.53783 -0.09 -0.15 0.35
C -4.02571 1.16445 -3.66223 0.10 0.10 0.17
C -4.78286 0.87823 -2.52210 0.12 -0.12 0.11
C -4.27202 1.15739 -1.24994 0.15 0.15 -0.28
C -3.02390 1.76815 -1.13086 -0.03 -0.35 -0.07
O -0.78787 3.58350 -0.87339 -0.13 0.61 0.07
O -0.33052 3.33061 -3.31918 0.20 0.58 0.00
C 2.46911 2.75376 -2.12813 -0.01 -0.06 0.06
C 3.83327 2.81105 -2.35319 -0.44 -0.34 0.02
H 4.61012 -0.47946 -1.90549 -0.07 0.12 -0.06
H 2.15575 -0.58156 -1.49019 0.22 0.09 -0.06
H -0.09170 0.45430 -1.49656 0.03 0.08 -0.04
H -2.14067 1.94232 -4.41181 -0.06 -0.04 0.21
H -4.42467 0.95893 -4.65573 0.05 0.04 0.28
H -5.77601 0.44060 -2.61405 0.20 0.07 -0.06
H -4.84184 0.92474 -0.34923 -0.11 0.15 -0.24
H -2.63865 2.08081 -0.16136 0.02 -0.03 -0.26
H 1.90650 3.68657 -2.18177 0.07 -0.35 0.05
H 4.31644 3.76038 -2.57410 -0.15 -0.17 0.01
C 5.45826 -2.21714 1.80316 -0.32 -0.19 -0.24
O 4.51285 -2.98298 1.01714 -0.27 0.20 0.59
C 3.19774 -2.66807 1.14752 -0.18 0.59 -0.35
C 2.27678 -3.31515 0.28040 0.77 0.13 0.37
C 1.00051 -2.81575 0.14482 -0.39 0.66 0.38
C 0.55268 -1.70985 0.92544 1.14 -0.29 -0.35
C -0.71698 -1.07735 0.67327 -1.04 -0.14 1.27
C -1.19751 0.00257 1.39512 1.41 -0.38 -0.53
C -2.59786 0.09982 1.91546 -0.48 0.48 -0.68
N -3.33611 -1.20029 2.14464 -0.13 0.16 -0.07
C -3.57371 -1.60301 3.41848 0.03 0.06 -0.60
C -4.38369 -2.69574 3.67247 0.10 0.00 -0.04
C -4.96938 -3.38728 2.60821 0.30 0.42 -0.08
C -4.69775 -2.95911 1.30744 0.16 0.00 -0.06
C -3.85951 -1.87529 1.09243 0.05 0.18 0.47
C -0.30291 1.19851 1.54234 1.59 -0.10 0.26
C -0.77227 2.36971 2.37027 0.05 0.21 -0.04
O 0.79946 1.26401 0.99053 -1.84 -0.24 0.87
C 1.41221 -1.27575 1.96909 -0.34 -0.04 -0.48
C 2.73041 -1.67163 2.03641 0.27 -0.51 -0.28
H 6.43203 -2.63394 1.54459 -0.14 0.11 0.08
H 5.42144 -1.14773 1.53856 -0.04 -0.39 0.01
H 5.26911 -2.33713 2.88098 0.07 -0.04 -0.33
H 2.63172 -4.15936 -0.30926 -0.09 0.27 0.06
H 0.30376 -3.26683 -0.56530 0.28 0.15 0.05
H -1.41663 -1.63374 0.03940 0.10 -0.27 0.36
H -2.59843 0.60659 2.88658 0.01 -0.18 -0.29
H -3.20586 0.71223 1.22940 -0.28 -0.39 0.38
H -3.10393 -1.00189 4.19684 -0.18 -0.24 -0.22
H -4.54722 -2.98182 4.70740 -0.02 0.00 -0.23
H -5.62281 -4.23786 2.78959 0.14 0.20 -0.04
H -5.12641 -3.44754 0.43643 0.08 0.02 0.24
H -3.60188 -1.49973 0.10086 -0.20 -0.02 0.32
H -1.37925 2.07412 3.23112 0.00 0.14 -0.08
H 0.11825 2.89241 2.73643 -0.25 -0.05 -0.18
H -1.33215 3.05695 1.72248 0.04 -0.01 0.16
H 1.04671 -0.58076 2.72031 0.07 0.02 -0.33
H 3.40782 -1.17864 2.73748 -0.35 -0.32 -0.18
```
Positions in Å, forces in eV/Å.

A 2-piece molecular cluster, C3H2N4 overall in a non-equilibrium geometry. Source: the Open Molecules 2025 dataset; level of theory: wB97M-V/def2-TZVPD.

* calculated total energy: -334.43783 Ha
* lowest unoccupied orbital energy: 0.36 eV
* energy above the lowest of the compared OMol25 structures with the same formula, charge and spin: 54.76 kcal/mol
* HOMO-LUMO gap: 8.8 eV
* HOMO level: -0.311 hartree

The geometry in XYZ format:
```
9
Properties=species:S:1:pos:R:3:forces:R:3
C -1.40194 0.35974 -1.61353 -0.21 -0.12 0.10
C -0.77991 0.57848 -0.62066 -0.19 0.08 0.51
C -0.02087 0.74929 0.53806 0.94 0.21 -2.05
N -0.55451 0.94497 1.67364 -0.68 -0.63 3.88
N -0.91897 0.94940 2.76054 0.42 0.52 -2.13
N 2.35952 -2.60688 -0.29707 -0.15 3.46 -0.88
N 2.31293 -1.52707 -0.56531 0.15 -3.47 0.87
H -2.03709 -0.15016 -2.25461 -0.62 -0.24 -1.15
H 1.04084 0.70222 0.37894 0.34 0.17 0.84
```
Positions in Å, forces in eV/Å.

C24H22CoN4S2 as an isolated structure in a non-equilibrium geometry. Source: the Open Molecules 2025 dataset; level of theory: wB97M-V/def2-TZVPD.

* calculated total energy: -3325.71373 Ha
* lowest unoccupied orbital energy (spin up / spin down): -3.91 / -3.92 eV
* total charge: +1
* energy above the lowest of the compared OMol25 structures with the same formula, charge and spin: 0.89 kcal/mol
* HOMO-LUMO gap (spin up / spin down): 7.0 / 7.0 eV
* HOMO level (spin up / spin down): -0.401 / -0.401 hartree

The geometry in XYZ format:
```
53
Properties=species:S:1:pos:R:3:forces:R:3
Co 0.68271 1.35795 -0.74800 0.26 0.36 -0.13
S 2.95147 1.41264 -0.20186 -0.79 -0.08 -0.28
C 2.16644 1.49642 1.33936 0.46 0.01 0.11
C 2.77703 1.59701 2.59230 -0.06 -0.06 0.09
C 1.97047 1.65880 3.70700 0.04 0.01 -0.06
C 0.57736 1.63041 3.56676 0.11 -0.04 0.08
C 0.04914 1.53862 2.30570 -0.32 -0.02 -0.23
N 0.83858 1.46088 1.22357 -0.24 0.54 -0.95
H 3.85603 1.62919 2.65184 -0.03 0.00 0.04
H 2.41397 1.73703 4.69189 -0.02 0.01 -0.03
H -0.07780 1.68260 4.42431 0.02 0.01 -0.03
H -1.02014 1.52304 2.13257 0.04 0.01 -0.05
S -3.41506 2.99941 -1.07392 0.00 0.02 0.03
C -3.70069 1.29105 -0.96120 0.01 0.00 0.01
C -4.91751 0.61668 -0.90399 0.00 0.03 -0.01
C -4.89357 -0.76154 -0.83635 0.00 0.01 0.00
C -3.67942 -1.45821 -0.84450 -0.01 0.06 0.01
C -2.47581 -0.78710 -0.89888 0.10 0.05 0.01
C -2.48339 0.60734 -0.93949 0.17 -0.12 0.00
N -1.37127 1.45025 -0.97968 0.58 -0.02 0.14
C -1.72064 2.70675 -1.05253 -0.28 0.15 0.08
C -0.69518 3.72976 -1.10974 -0.12 0.37 -0.04
C -0.96355 5.09335 -1.02112 -0.13 -0.04 -0.18
C 0.08585 5.99535 -1.04605 -0.03 0.00 0.03
C 1.38790 5.52929 -1.17823 -0.09 0.02 -0.24
C 1.64898 4.16594 -1.28088 0.14 0.15 -0.21
C 0.60884 3.25536 -1.22944 0.15 -0.68 1.58
H -5.85361 1.16029 -0.91439 0.03 -0.03 0.00
H -5.82493 -1.30908 -0.78532 0.01 0.01 -0.01
H -3.69231 -2.53959 -0.81378 0.01 -0.01 0.00
H -1.53059 -1.30822 -0.93598 -0.18 0.01 0.06
H -1.98744 5.43741 -0.92314 0.04 0.07 -0.01
H -0.11126 7.05592 -0.96517 0.02 -0.02 0.03
H 2.21168 6.23156 -1.19561 -0.01 -0.01 -0.03
H 2.66830 3.83344 -1.40618 0.03 0.00 0.18
N 0.82420 -0.51230 -1.34493 -0.33 -0.46 0.02
C 0.86807 -1.64871 -1.12045 0.49 -0.42 0.08
N 0.97178 -2.91637 -0.86900 -0.11 -0.03 -0.02
C -0.08178 -3.61596 -0.08675 -0.01 -0.08 -0.13
C 0.32192 -5.06885 0.11120 0.16 0.10 0.04
C 1.70672 -5.17633 0.75664 -0.03 0.07 -0.12
C 2.77305 -4.34692 -0.00461 -0.09 -0.06 0.07
C 2.19763 -3.66308 -1.23456 0.07 0.01 0.13
H -1.03369 -3.55310 -0.61461 0.01 0.04 -0.05
H -0.19099 -3.12132 0.87980 0.03 0.05 0.04
H 0.30444 -5.59346 -0.84623 -0.06 0.01 0.01
H -0.43040 -5.53373 0.74739 -0.01 -0.06 -0.03
H 2.00234 -6.22363 0.79548 -0.01 0.00 0.04
H 1.63704 -4.82703 1.78819 0.03 -0.02 0.01
H 3.59602 -4.98079 -0.33503 0.02 0.01 0.03
H 3.19878 -3.58793 0.65278 0.02 0.01 -0.02
H 1.94109 -4.38784 -2.00637 -0.04 0.01 -0.05
H 2.91316 -2.96265 -1.65882 -0.06 0.07 -0.03
```
Positions in Å, forces in eV/Å.

C39H30ClFN5O6PS4Sc as an isolated structure in a non-equilibrium geometry. Source: the Open Molecules 2025 dataset; level of theory: wB97M-V/def2-TZVPD.

* calculated total energy: -5484.66034 Ha
* lowest unoccupied orbital energy: 2.25 eV
* total charge: -1
* energy above the lowest of the compared OMol25 structures with the same formula, charge and spin: 20.67 kcal/mol
* HOMO-LUMO gap: 6.9 eV
* HOMO level: -0.170 hartree

The geometry in XYZ format:
```
88
Properties=species:S:1:pos:R:3:forces:R:3
Sc 0.31913 -0.67715 0.07319 0.26 -1.10 0.30
Cl 2.71406 -2.52276 -1.50840 0.53 -0.32 -0.06
C 2.24838 -2.92831 -3.12775 -0.27 0.12 -0.21
C 2.89572 -3.92429 -3.84210 0.05 0.00 0.06
C 2.49797 -4.19310 -5.14148 -0.01 -0.05 0.09
C 1.43686 -3.50508 -5.70648 -0.03 0.00 -0.09
C 0.77971 -2.52740 -4.98139 0.09 0.00 0.06
C 1.19353 -2.21173 -3.69365 0.03 -0.10 0.55
P 0.41952 -0.88671 -2.67548 -0.29 -0.20 -1.09
C -1.28014 -0.89222 -3.32571 0.09 -0.08 0.10
C -1.70939 -0.31957 -4.51771 -0.02 -0.04 0.05
C -3.04993 -0.37234 -4.85748 -0.02 0.07 -0.19
C -3.96336 -1.01511 -4.03941 -0.05 -0.07 -0.01
C -3.53447 -1.61560 -2.86957 -0.11 -0.04 0.01
C -2.20462 -1.53890 -2.50919 0.20 0.03 0.03
C 1.27308 0.53859 -3.41866 -0.11 0.14 0.11
C 2.66780 0.51324 -3.44411 -0.16 -0.09 -0.11
C 3.37998 1.65529 -3.75104 0.09 -0.04 0.01
C 2.71189 2.83534 -4.03218 -0.07 0.04 -0.06
C 1.32830 2.86128 -4.02154 0.05 0.09 -0.17
C 0.60506 1.72305 -3.71255 0.12 -0.17 -0.09
H 3.69285 -4.48975 -3.38694 0.12 0.00 0.10
H 3.00917 -4.95819 -5.70798 0.03 -0.07 -0.01
H 1.11671 -3.74016 -6.71081 -0.03 0.00 -0.09
H -0.06417 -2.00477 -5.40765 -0.01 0.00 -0.06
H -1.01266 0.19660 -5.16515 0.02 -0.01 -0.01
H -3.38819 0.10697 -5.76515 -0.02 0.03 -0.09
H -5.00997 -1.04231 -4.30966 -0.05 0.01 -0.04
H -4.23123 -2.12962 -2.22401 -0.09 -0.01 0.06
H -1.87847 -1.97317 -1.56998 -0.12 -0.05 -0.08
H 3.19031 -0.39861 -3.18912 0.08 0.01 0.00
H 4.45873 1.62782 -3.73822 0.14 0.01 -0.02
H 3.26859 3.73835 -4.23066 0.07 0.11 -0.07
H 0.79999 3.78076 -4.21563 -0.09 0.15 -0.01
H -0.47014 1.78356 -3.62766 0.08 -0.02 -0.19
S -0.40679 -3.06100 0.03704 -0.11 0.06 -0.30
C 0.41889 -3.72301 1.43449 0.06 0.06 0.06
C -0.02292 -4.95894 1.90124 0.05 -0.01 0.05
C 0.59184 -5.58774 2.96402 -0.02 -0.14 0.06
C 1.68610 -4.99201 3.57464 0.05 -0.08 0.14
C 2.12642 -3.76198 3.13192 -0.03 -0.03 -0.01
C 1.50026 -3.10053 2.07778 -0.01 -0.06 0.00
S 2.14314 -1.52916 1.62782 0.07 0.26 -0.38
H -0.86513 -5.41294 1.40082 -0.09 -0.09 -0.01
H 0.21505 -6.53981 3.31121 0.02 -0.09 0.03
H 2.19403 -5.47755 4.39643 0.00 -0.06 0.07
H 2.97692 -3.27498 3.58576 0.09 -0.02 0.14
F 1.14201 -0.88193 7.39890 -0.15 0.20 -0.05
C 0.72523 0.19173 6.69845 0.26 -0.33 -0.42
C 0.90163 0.23736 5.36048 -0.05 -0.28 1.02
N 0.54218 1.31852 4.61980 -0.02 0.53 0.01
C 0.51778 1.19106 3.18018 -0.61 -0.36 -0.54
C -0.76736 0.37184 2.77569 0.89 0.86 1.24
O -1.64725 0.25775 3.60544 -0.19 -0.24 0.06
O -0.74547 -0.08805 1.59680 -0.54 0.11 -0.45
C -0.09734 2.39387 5.19458 0.26 -0.22 0.12
O -0.46654 3.36797 4.57831 -0.17 0.43 -0.27
N -0.25378 2.31179 6.56159 -0.17 0.14 0.23
C 0.07260 1.26665 7.42258 0.00 -0.01 -0.30
O -0.19542 1.32713 8.60151 0.09 -0.12 0.17
H 1.33560 -0.59179 4.81824 0.05 -0.05 -0.03
H 1.41647 0.66351 2.83299 -0.27 0.20 0.11
H 0.45132 2.19052 2.73889 0.06 -0.19 0.02
H -0.72940 3.09718 6.99367 0.14 -0.17 -0.14
N -3.45106 3.17248 4.17132 -0.21 0.04 0.17
C -3.15064 2.96478 2.84146 0.01 0.07 -0.27
C -2.43707 3.93435 2.13235 -0.04 -0.11 0.05
C -2.11137 3.72556 0.81050 0.07 0.12 0.01
C -2.48831 2.54568 0.19621 0.34 0.01 -0.68
C -3.21760 1.58243 0.87289 -0.20 -0.01 0.08
C -3.57691 1.80319 2.18563 0.01 0.15 -0.16
S -1.80246 2.17577 -1.38606 -0.64 -0.29 0.08
O -2.73246 1.42482 -2.18275 0.06 0.01 0.47
O -1.29391 3.39624 -1.97904 -0.17 -0.07 0.30
N -0.54437 1.18170 -1.01446 -0.84 -0.08 -0.37
C 0.61529 1.74543 -0.72084 0.54 1.61 0.00
S 0.95982 3.45955 -0.77226 0.90 0.00 0.42
C 2.57596 3.10626 -0.22885 -0.44 -0.19 -0.05
C 2.74991 1.78127 -0.08127 0.39 0.08 0.15
N 1.65087 1.00801 -0.34752 -0.40 0.04 -0.03
H -2.80096 3.79716 4.62854 -0.01 -0.21 0.04
H -3.60191 2.31467 4.68074 0.09 0.05 0.10
H -2.09432 4.82170 2.64248 -0.01 0.11 0.06
H -1.54835 4.45365 0.24724 0.02 0.09 0.04
H -3.47675 0.66946 0.35887 -0.08 -0.15 0.05
H -4.12693 1.05666 2.73924 0.01 -0.08 0.00
H 3.27494 3.89937 -0.07189 0.30 0.13 0.04
H 3.65791 1.28031 0.20747 0.12 -0.02 0.10
```
Positions in Å, forces in eV/Å.

One molecule with the formula C16H25NO3. Source: the Open Molecules 2025 dataset; level of theory: wB97M-V/def2-TZVPD.

* SMILES: CC[C@@H](C)NC(=O)C1=C(C)C(=O)O[C@]12CC[C@@H](C)CC2
* calculated total energy: -905.20252 Ha
* lowest unoccupied orbital energy: 0.24 eV
* energy above the lowest of the compared OMol25 structures with the same formula, charge and spin: 0.00 kcal/mol
* HOMO-LUMO gap: 10.1 eV
* HOMO level: -0.363 hartree

The geometry in XYZ format:
```
45
Properties=species:S:1:pos:R:3:forces:R:3
C -1.01946 2.96168 3.20470 -0.06 0.18 -0.12
C -1.55619 3.71534 1.99420 -0.05 -0.40 0.06
C -1.96109 2.76861 0.85765 -0.25 0.33 0.07
C -2.61838 3.52656 -0.29295 0.03 -0.26 0.18
N -0.80161 2.04913 0.37121 0.00 0.22 -0.02
C -0.64256 0.71700 0.51318 0.16 0.33 -0.08
O -1.47829 -0.00413 1.02575 -0.14 -0.28 0.07
C 0.64256 0.20272 -0.02851 0.77 -0.20 -0.14
C 1.84309 0.79545 -0.10459 -0.52 -0.25 0.09
C 2.34927 2.12360 0.32867 0.04 -0.04 0.02
C 2.77399 -0.17358 -0.74799 0.28 0.43 0.06
O 3.93956 -0.01421 -0.99202 -0.17 -0.07 0.02
O 2.09453 -1.29044 -1.03358 0.13 -0.37 -0.31
C 0.73717 -1.19842 -0.58266 -0.75 0.14 0.18
C -0.20494 -1.39367 -1.77495 0.42 -0.02 -0.04
C 0.01716 -2.75448 -2.43442 -0.13 0.04 0.00
C 0.10077 -3.91219 -1.41860 -0.01 -0.16 0.09
C 1.51215 -4.49608 -1.37172 -0.24 -0.01 0.00
C -0.35069 -3.44279 -0.03418 0.09 -0.05 -0.07
C 0.48042 -2.27585 0.49370 -0.03 -0.01 0.04
H -0.14630 2.37005 2.93787 0.10 -0.07 0.03
H -1.77564 2.28487 3.59436 -0.05 -0.09 0.09
H -0.73670 3.65655 3.99165 0.05 0.00 0.11
H -2.43102 4.29737 2.28716 -0.01 0.10 -0.05
H -0.79932 4.41298 1.62539 -0.03 0.10 -0.06
H -2.64489 2.00576 1.24363 0.10 0.13 -0.05
H -3.52738 4.01283 0.04919 -0.09 0.10 0.01
H -2.87393 2.84272 -1.09861 -0.03 -0.03 -0.09
H -1.94449 4.28829 -0.68131 0.06 0.11 -0.07
H -0.09002 2.58952 -0.09254 0.06 -0.13 -0.04
H 2.22865 2.85927 -0.46830 0.03 0.10 -0.02
H 1.83874 2.47779 1.22182 -0.01 0.06 0.02
H 3.41647 2.03646 0.52652 0.01 0.08 0.01
H -1.22595 -1.29664 -1.40569 -0.03 0.04 0.02
H -0.02711 -0.60124 -2.50619 -0.06 0.06 0.04
H 0.94651 -2.71361 -3.00306 -0.03 0.00 -0.11
H -0.79661 -2.92531 -3.14129 0.05 -0.01 -0.06
H -0.58063 -4.71030 -1.73366 0.05 0.07 0.02
H 1.76465 -4.94478 -2.33010 0.08 -0.03 -0.09
H 2.24066 -3.72018 -1.15704 0.15 0.03 0.02
H 1.58149 -5.26678 -0.60661 0.07 -0.11 0.08
H -1.39895 -3.14343 -0.07939 -0.07 -0.02 0.06
H -0.27792 -4.26972 0.67431 -0.09 -0.03 0.02
H -0.04832 -1.82130 1.33079 0.10 -0.04 -0.02
H 1.45054 -2.62539 0.84823 0.04 0.04 0.02
```
Positions in Å, forces in eV/Å.

> The highest calculated total energy belongs to which entry?

H2

> Look up the calculated total energy of the fourth one.

-3325.71373 Ha

> Which value of calculated total energy does entry 6 give?

-905.20252 Ha